Entry 1:
Here is a structure of composition C5H10FN in a non-equilibrium geometry from the Open Molecules 2025 dataset. Energies are from wB97M-V/def2-TZVPD.

```
17
Properties=species:S:1:pos:R:3:forces:R:3
C -2.458 -0.399 -0.293 -0.05 -0.33 0.54
C -0.892 -0.103 -0.362 -5.32 -0.89 1.98
C -0.125 -0.662 0.743 1.78 2.38 1.96
C 1.320 -0.921 0.490 1.32 -4.47 -1.90
C 0.658 1.742 -0.048 0.54 3.89 1.31
H -2.745 -0.228 0.780 0.20 -0.86 -0.81
H -3.221 0.233 -0.804 1.24 0.12 -0.26
H -2.662 -1.448 -0.704 0.34 1.24 1.05
H -0.591 -0.233 -1.318 1.70 -0.04 -2.80
H -0.451 -0.944 1.799 -0.06 -0.02 -1.92
H 1.615 -2.103 0.516 -1.01 2.62 0.30
H 2.066 -0.447 1.083 0.12 0.76 0.81
H 0.976 2.717 0.850 -0.53 -3.49 -2.48
H 0.136 2.459 -0.762 0.48 -1.18 0.56
H 1.569 1.293 -0.607 -1.65 0.92 1.48
N -0.404 0.875 0.534 1.16 -0.05 -0.44
F 1.680 -0.597 -0.861 -0.27 -0.59 0.61
```
Positions in Å, forces in eV/Å.

Computed properties:
- maximum force (eV/A) = 5.7
- electronic energy (eV) = -9550.972
- HOMO energy (Eh) = -0.338
- spin multiplicity = 1
- relative energy (zero: lowest compared OMol25 entry of this formula, charge and spin) (kcal per mole) = 84.08
- lowest unoccupied orbital energy (eV) = 1.098

These are the Löwdin partial charges, in e, on atoms 1 to 6: -0.0439 -0.3620 -0.1654 -0.1566 -0.1341 0.0753

Entry 2:
Here is an isolated molecule of C5H10FN in a non-equilibrium geometry from the Open Molecules 2025 dataset. Energies are from wB97M-V/def2-TZVPD.

```
17
Properties=species:S:1:pos:R:3:forces:R:3
C 2.219 -0.128 -0.552 -1.98 -2.14 2.22
C 0.999 0.480 0.174 -0.36 1.67 2.88
C 0.217 -0.479 1.362 2.17 0.66 -1.02
C -0.971 -0.655 0.195 -1.90 4.64 3.69
C -0.414 0.554 -0.509 1.43 1.19 -0.88
H 2.600 0.563 -1.237 0.27 0.83 -1.61
H 3.093 -0.249 0.204 -1.67 -0.61 -1.21
H 1.687 -1.056 -1.006 2.17 1.01 0.37
H 1.408 1.492 0.622 -1.28 -1.59 -0.75
H 0.123 0.083 2.434 -0.42 -1.51 -2.92
H 0.953 -1.347 1.458 -1.57 0.61 0.20
H -2.076 -0.377 0.377 1.58 -0.48 0.97
H -0.393 0.362 -1.637 -0.20 0.86 1.18
H -1.909 2.060 -0.945 3.02 -0.35 4.09
H -0.339 2.600 0.031 -2.66 -1.92 -0.35
N -1.154 1.828 0.044 0.39 0.64 -5.13
F -1.042 -1.729 -0.515 1.01 -3.51 -1.74
```
Positions in Å, forces in eV/Å.

Computed properties:
- maximum force (eV/A) = 6.2
- electronic energy (eV) = -9550.642
- HOMO energy (Eh) = -0.361
- SMILES = C[C@@H]1C[C@H](F)[C@H]1N
- spin multiplicity = 1
- relative energy (zero: lowest compared OMol25 entry of this formula, charge and spin) (kcal per mole) = 91.69
- lowest unoccupied orbital energy (eV) = 0.991

These are the Löwdin partial charges, in e, on atoms 1 to 6: -0.0918 -0.3338 -0.0131 -0.3928 -0.3765 0.0342

Entry 3:
Here is the ion C5H10FN2O2S2 with charge +1 in a non-equilibrium geometry from the Open Molecules 2025 dataset. Energies are from wB97M-V/def2-TZVPD.

```
22
Properties=species:S:1:pos:R:3:forces:R:3
C -0.145 1.341 1.773 0.30 0.83 -0.89
C -0.131 0.172 1.117 -0.71 -0.75 0.51
C -0.522 1.531 -0.740 4.12 0.21 2.90
C 0.515 0.544 -2.597 2.87 2.01 -4.26
C -0.902 -2.812 1.835 1.98 4.84 -0.69
N -0.452 0.231 -0.237 -0.60 -0.98 0.30
N 0.824 1.567 -1.596 -4.41 2.43 -2.15
O 1.441 -1.818 0.542 -1.04 0.07 0.55
O 1.060 -1.075 2.894 0.13 -0.62 0.81
F -1.607 -0.568 -0.519 0.36 0.74 0.12
S -0.401 2.713 0.628 -0.32 -0.65 0.67
S 0.536 -1.457 1.621 -0.09 0.15 -0.23
H 0.079 1.682 2.786 0.13 -0.81 -0.27
H -1.326 1.744 -1.299 -2.62 0.55 -2.61
H 0.410 -0.328 -2.090 -0.46 -2.66 0.96
H -0.283 0.822 -3.272 -0.66 0.13 0.54
H 1.374 0.497 -3.333 -0.59 -0.27 1.06
H -0.248 -3.551 2.089 1.11 -2.60 0.71
H -1.421 -2.301 2.604 -0.89 -0.21 0.82
H -1.312 -2.754 0.872 -0.89 -0.66 -1.11
H 0.919 2.540 -2.004 0.35 -1.42 0.62
H 1.591 1.280 -1.075 1.93 -0.33 1.66
```
Positions in Å, forces in eV/Å.

Computed properties:
- maximum force (eV/A) = 5.5
- charge = +1
- electronic energy (eV) = -36798.248
- HOMO energy (Eh) = -0.489
- SMILES = C[NH2+][C@@H]1SC=C(S(C)(=O)=O)N1F
- spin multiplicity = 1
- lowest unoccupied orbital energy (eV) = -3.850

These are the Löwdin partial charges, in e, on atoms 1 to 6: -0.2421 -0.3522 -0.4727 -0.0082 0.0207 -0.1493

Entry 4:
Here is an isolated molecule of C5H10FN3O2 in a non-equilibrium geometry from the Open Molecules 2025 dataset. Energies are from wB97M-V/def2-TZVPD.

```
21
Properties=species:S:1:pos:R:3:forces:R:3
C -0.097 1.532 1.479 -0.02 -3.20 -3.90
C 0.480 0.138 1.862 0.57 0.45 -0.10
C -0.164 0.024 -1.166 -1.10 0.88 6.23
C -1.121 1.254 0.350 1.23 -2.27 -1.55
C 0.495 -1.005 -0.251 3.22 1.19 -1.66
N 1.346 -0.445 0.815 -1.75 0.51 0.50
N 1.358 -1.890 -1.032 -0.24 0.42 0.91
N -1.320 -0.265 -1.882 -1.21 -0.91 -1.89
O -1.361 0.260 -2.987 -0.17 0.64 -0.57
O -2.224 -1.004 -1.493 1.17 0.09 0.54
F -2.209 0.452 0.524 0.58 0.85 1.32
H -0.409 2.211 2.179 -1.09 1.26 2.10
H 0.681 1.986 0.896 0.59 0.73 -0.15
H 1.177 0.228 2.702 -0.89 -0.14 0.50
H -0.442 -0.503 1.978 1.48 0.16 0.55
H 0.498 0.708 -1.561 1.02 1.16 -1.53
H -1.383 2.026 -0.313 -0.34 1.20 -0.54
H -0.238 -1.571 0.243 -1.01 -0.92 0.51
H 2.233 0.070 0.622 -1.41 -0.63 -0.21
H 0.805 -2.695 -1.158 0.13 -1.25 -1.17
H 1.894 -1.513 -1.810 -0.75 -0.23 0.12
```
Positions in Å, forces in eV/Å.

Computed properties:
- maximum force (eV/A) = 6.4
- electronic energy (eV) = -16623.879
- HOMO energy (Eh) = -0.336
- spin multiplicity = 1
- relative energy (zero: lowest compared OMol25 entry of this formula, charge and spin) (kcal per mole) = 55.23
- lowest unoccupied orbital energy (eV) = -0.195

These are the Löwdin partial charges, in e, on atoms 1 to 6: -0.1065 -0.1979 -0.0238 -0.0802 -0.4009 -0.0274

Entry 5:
Here is an isolated molecule of C5H10FNO in a non-equilibrium geometry from the Open Molecules 2025 dataset. Energies are from wB97M-V/def2-TZVPD.

```
18
Properties=species:S:1:pos:R:3:forces:R:3
C -0.159 -0.159 -0.006 0.77 -1.00 -0.12
C -1.435 -0.259 -0.776 -0.88 -1.35 -0.70
C 0.921 -0.952 -0.764 0.30 1.01 0.86
C 0.240 1.234 0.271 0.05 2.53 0.37
C 1.345 1.905 -0.083 0.47 -0.21 -0.22
H 0.399 -1.414 1.522 -1.08 0.76 -0.19
H -0.607 -0.212 1.975 -0.07 0.45 0.57
H -1.667 -1.363 -0.960 0.39 1.22 0.16
H -1.310 0.221 -1.719 -0.21 0.50 -0.86
H -2.634 -0.169 0.681 -0.23 -0.47 0.80
H 1.153 -0.496 -1.765 0.09 -0.47 1.10
H 0.558 -1.980 -0.862 0.52 0.03 -0.01
H -0.512 1.847 0.852 0.69 -0.92 -0.67
H 2.210 1.458 -0.644 -1.09 0.41 0.62
H 1.462 2.969 0.209 -0.11 -0.86 -0.22
N -0.446 -0.863 1.237 1.35 -1.64 0.67
O -2.510 0.344 -0.106 -0.03 0.56 -0.64
F 2.075 -0.910 0.116 -0.94 -0.56 -1.54
```
Positions in Å, forces in eV/Å.

Computed properties:
- maximum force (eV/A) = 2.6
- electronic energy (eV) = -11600.919
- HOMO energy (Eh) = -0.355
- SMILES = C=C[C@@](N)(CO)CF
- spin multiplicity = 1
- relative energy (zero: lowest compared OMol25 entry of this formula, charge and spin) (kcal per mole) = 21.59
- lowest unoccupied orbital energy (eV) = 0.922

These are the Löwdin partial charges, in e, on atoms 1 to 6: -0.5657 -0.2458 -0.0877 -0.1300 0.0214 0.1071

Entry 6:
Here is a cluster of 2 separate species, C5H10I2 in total in a non-equilibrium geometry from the Open Molecules 2025 dataset. Energies are from wB97M-V/def2-TZVPD.

```
17
Properties=species:S:1:pos:R:3:forces:R:3
C -0.573 1.624 -1.352 0.59 -1.73 1.04
C 0.683 -1.307 -0.805 -0.83 3.40 -1.25
C 0.125 -0.959 1.711 1.54 -0.03 0.98
C -0.778 1.147 0.078 2.19 -3.74 0.15
C 0.583 -0.402 0.435 -1.79 3.20 -1.69
I -2.774 0.334 0.689 1.24 0.87 -0.75
I 2.551 0.521 0.647 -0.57 0.16 0.01
H -0.892 0.787 -2.051 0.75 1.26 0.57
H 0.512 1.973 -1.408 -1.35 -0.68 -0.33
H -1.214 2.449 -1.460 -0.79 1.26 -0.69
H 1.558 -1.888 -0.654 0.81 -0.73 -0.50
H 0.743 -0.551 -1.774 0.28 -2.26 2.39
H -0.195 -1.919 -0.952 -0.32 -0.22 0.15
H 0.088 -0.306 2.620 -0.02 -0.40 -1.10
H -0.768 -1.441 1.507 -2.34 -0.55 -0.06
H 0.738 -1.815 1.906 0.90 -0.50 0.66
H -0.385 1.754 0.863 -0.30 0.69 0.40
```
Positions in Å, forces in eV/Å.

Computed properties:
- maximum force (eV/A) = 4.3
- electronic energy (eV) = -21546.187
- HOMO energy (Eh) = -0.324
- spin multiplicity = 1
- relative energy (zero: lowest compared OMol25 entry of this formula, charge and spin) (kcal per mole) = 34.54
- lowest unoccupied orbital energy (eV) = 0.219

These are the Löwdin partial charges, in e, on atoms 1 to 6: -0.2054 -0.1820 -0.2744 -0.6125 -0.8362 0.7211

Entry 7:
Here is the ion C5H10IN2S with charge +1 in a non-equilibrium geometry from the Open Molecules 2025 dataset. Energies are from wB97M-V/def2-TZVPD.

```
19
Properties=species:S:1:pos:R:3:forces:R:3
C 0.774 -0.338 1.187 -3.77 1.12 -0.59
C -0.763 -0.220 1.350 3.00 1.36 -1.82
C -1.452 0.842 0.526 -0.27 0.16 0.64
C -1.127 0.548 -0.963 0.55 6.41 0.05
C 1.156 -0.387 -0.312 -1.84 -1.78 1.10
N 1.393 -0.365 2.264 2.12 -0.35 0.17
N 0.356 0.584 -1.176 1.91 1.26 4.53
S 0.620 -2.004 -0.963 0.48 -0.55 0.42
I 1.669 -1.930 -3.092 0.04 -0.02 -0.06
H -1.083 -1.179 1.261 -1.55 -2.98 -1.25
H -1.012 -0.060 2.314 -0.15 0.93 3.43
H -2.511 0.624 0.857 0.72 0.95 -1.30
H -1.117 1.853 0.981 -0.67 -1.38 -1.34
H -1.542 -0.309 -1.251 -1.06 -3.76 -1.11
H -1.402 1.314 -1.795 -0.33 -0.92 1.84
H 2.195 -0.314 -0.319 1.78 0.72 -1.04
H 2.410 -0.491 2.188 -0.15 0.07 -0.04
H 0.600 0.324 -2.067 0.54 -0.67 -3.25
H 0.836 1.507 -0.989 -1.36 -0.58 -0.38
```
Positions in Å, forces in eV/Å.

Computed properties:
- maximum force (eV/A) = 6.4
- charge = +1
- electronic energy (eV) = -27254.820
- HOMO energy (Eh) = -0.484
- SMILES = [H]/N=C1/CCC[NH2+][C@@H]1SI
- spin multiplicity = 1
- relative energy (zero: lowest compared OMol25 entry of this formula, charge and spin) (kcal per mole) = 42.56
- lowest unoccupied orbital energy (eV) = -4.672

These are the Löwdin partial charges, in e, on atoms 1 to 6: -0.3768 -0.1746 -0.1200 -0.1141 -0.5487 0.2059

Entry 8:
Here is an isolated molecule of C5H10INS in a non-equilibrium geometry from the Open Molecules 2025 dataset. Energies are from wB97M-V/def2-TZVPD.

```
18
Properties=species:S:1:pos:R:3:forces:R:3
C -0.777 -0.755 0.511 -0.82 -0.60 1.59
C 0.329 0.176 0.789 0.80 0.06 -1.85
C -2.097 -0.219 1.191 3.00 -0.24 -0.75
C 1.208 1.263 -2.220 -1.09 -0.74 2.99
C 1.573 0.016 -1.351 -0.38 -0.44 1.81
N 1.311 0.499 0.062 0.81 0.18 -1.27
S -0.401 -1.284 3.907 0.03 -0.30 -0.08
I -0.192 -2.525 1.962 -0.16 0.63 -0.59
H -0.911 -1.131 -0.534 0.30 0.12 1.16
H 0.254 0.775 1.658 -0.25 0.08 1.32
H -2.259 -0.502 2.227 0.12 -0.06 -0.01
H -1.966 0.841 1.094 -0.56 0.70 0.17
H -2.757 -0.590 0.500 -2.64 -0.53 -1.02
H 0.116 1.260 -2.028 0.29 0.51 -0.69
H 1.580 2.161 -1.694 0.09 -0.45 -0.47
H 1.415 1.273 -3.247 0.46 -0.28 -1.32
H 0.961 -0.904 -1.520 0.23 0.76 -0.55
H 2.613 -0.353 -1.307 -0.25 0.61 -0.44
```
Positions in Å, forces in eV/Å.

Computed properties:
- maximum force (eV/A) = 3.3
- electronic energy (eV) = -25769.855
- HOMO energy (Eh) = -0.298
- spin multiplicity = 1
- relative energy (zero: lowest compared OMol25 entry of this formula, charge and spin) (kcal per mole) = 39.67
- lowest unoccupied orbital energy (eV) = -0.876

These are the Löwdin partial charges, in e, on atoms 1 to 6: -0.4737 -0.3440 -0.1520 -0.0749 -0.2437 0.0251

Number 1: HOMO-LUMO gap 10.31 eV. Number 2: HOMO-LUMO gap 10.81 eV. Number 3: HOMO-LUMO gap 9.45 eV. Number 4: HOMO-LUMO gap 8.94 eV. Number 5: HOMO-LUMO gap 10.57 eV. Number 6: HOMO-LUMO gap 9.04 eV. Number 7: HOMO-LUMO gap 8.49 eV. Number 8: HOMO-LUMO gap 7.23 eV.